Formula: C26H38FeIN4O2S3
Source: the OMol25 dataset
Level of theory: ωB97M-V/def2-TZVPD

Atoms and positions in Å:
Fe: 1.1542 -0.3739 -0.3546
C: 4.5990 0.5649 -0.1113
C: 3.9010 1.9165 0.0090
S: 2.1886 1.8407 0.6128
C: 1.4047 3.0643 -0.4574
C: 1.4933 2.8267 -1.9775
S: 1.5520 1.1127 -2.5797
C: 3.2449 0.9699 -3.2219
C: 3.9697 -0.2893 -2.7372
S: 3.7383 -0.7400 -1.0101
H: 4.7823 0.1510 0.8794
H: 5.5707 0.7033 -0.5879
H: 3.8846 2.4318 -0.9473
H: 4.4538 2.5378 0.7135
H: 1.8264 4.0420 -0.2226
H: 0.3665 3.0741 -0.1317
H: 2.3636 3.3279 -2.3972
H: 0.6192 3.2887 -2.4356
H: 3.8028 1.8627 -2.9479
H: 3.1826 0.9469 -4.3092
H: 5.0398 -0.1891 -2.9222
H: 3.6329 -1.1680 -3.2892
C: 4.4392 -1.9781 3.0459
C: 3.1541 -1.4387 3.5492
N: 3.0142 -1.2071 4.8381
C: 1.8044 -0.8788 5.2891
C: 0.6061 -0.8812 4.5253
C: -0.7050 -0.6095 5.2369
O: -1.6421 -1.6615 5.0917
C: 0.7101 -1.0905 3.1694
C: -0.4831 -1.3371 2.3415
N: -0.4439 -1.4440 1.0696
C: -1.6091 -1.9513 0.4070
C: -2.8936 -1.8670 0.9353
C: -3.9683 -2.4381 0.2724
C: -3.7785 -3.1010 -0.9299
C: -2.5087 -3.1768 -1.4844
C: -1.4440 -2.5935 -0.8174
I: 0.4402 -2.7103 -1.6954
C: 2.0374 -1.2311 2.6100
O: 2.2755 -1.2016 1.3844
H: 5.2413 -1.7342 3.7372
H: 4.6647 -1.6374 2.0383
H: 4.3591 -3.0692 2.9909
H: 1.7517 -0.6384 6.3458
H: -1.1723 0.2779 4.8062
H: -0.5126 -0.3885 6.2885
H: -1.4167 -2.3869 5.6846
H: -1.3853 -1.5583 2.9058
H: -3.0681 -1.3540 1.8725
H: -4.9581 -2.3680 0.7030
H: -4.6141 -3.5605 -1.4400
H: -2.3533 -3.6915 -2.4226
C: -1.6368 1.1861 -4.2192
C: -2.0630 0.2571 -3.0939
N: -2.6267 0.9887 -1.9543
C: -4.0085 1.4589 -2.1274
C: -5.0455 0.3942 -1.8168
C: -1.9461 1.1543 -0.8198
C: -2.6381 1.8459 0.3233
N: -0.7057 0.7417 -0.6976
H: -1.2993 0.6034 -5.0763
H: -0.8139 1.8262 -3.9064
H: -2.4573 1.8178 -4.5584
H: -1.2194 -0.3258 -2.7354
H: -2.8264 -0.4416 -3.4415
H: -4.1011 1.7828 -3.1636
H: -4.1658 2.3456 -1.5178
H: -4.9170 -0.4847 -2.4487
H: -6.0454 0.7885 -1.9953
H: -4.9878 0.0728 -0.7767
H: -2.7691 2.9090 0.1155
H: -2.0405 1.7484 1.2278
H: -3.6244 1.4236 0.5081
H: -0.3740 0.9114 0.2512

Output
LUMO (alpha / beta), eV: -5.98 / -8.06
Total charge: +2
E_HOMO (alpha / beta), eV: -14.07 / -14.12
Multiplicity: 6
ΔE to the lowest compared entry with this formula, charge and spin, kJ/mol: 90.0
Max |F|, hartree/bohr: 0.021
Gap between HOMO and LUMO (alpha / beta), eV: 8.094 / 6.060

Atomic partial charges in e from the Mulliken method, atoms 1 to 6: Fe 0.40; C -0.70; C -0.76; S 0.08; C -0.73; C -1.06